{
  "formula": "C17H19N5O3",
  "method": "the ωB97M-V functional and the def2-TZVPD basis",
  "total_charge": 0,
  "homo_lumo_gap_ev": 8.31,
  "homo_energy_ev": -7.84,
  "largest_force_ev_per_a": 2.62,
  "smiles": "N[C@@H](Cc1c[nH]c2ccccc12)C(=O)N[C@@H](Cc1c[nH]cn1)C(=O)O",
  "relative_energy_ev": 0.466,
  "elements": ["N", "C", "C", "C", "C", "N", "C", "C", "C", "C", "C", "C", "C", "O", "N", "C", "C", "C", "C", "N", "C", "N", "C", "O", "O", "H", "H", "H", "H", "H", "H", "H", "H", "H", "H", "H", "H", "H", "H", "H", "H", "H", "H", "H"],
  "coordinates": [[-1.2589, 0.3567, -1.7444], [-1.0053, 0.3315, -0.3209], [-1.2419, -1.0225, 0.3625], [-2.6955, -1.4231, 0.3333], [-3.6468, -1.3414, 1.2975], [-4.8544, -1.7749, 0.8315], [-4.7108, -2.1903, -0.4598], [-5.6699, -2.6742, -1.3609], [-5.2323, -2.9630, -2.6193], [-3.8645, -2.7557, -2.9605], [-2.9163, -2.2524, -2.1014], [-3.3717, -1.9510, -0.8076], [0.4602, 0.7923, -0.1971], [0.9838, 1.6514, -0.8994], [1.1934, 0.1839, 0.7606], [2.5745, 0.4966, 0.8671], [2.7861, 1.9166, 1.4892], [4.0054, 2.6178, 0.9896], [4.2787, 3.8723, 0.5470], [5.6483, 3.9039, 0.3829], [6.1338, 2.7271, 0.6997], [5.1884, 1.8844, 1.0931], [3.1589, -0.5865, 1.8285], [2.4545, -1.4350, 2.3220], [4.4818, -0.5411, 1.9948], [-2.2365, 0.5055, -1.9284], [-0.6922, 1.1312, -2.0918], [-1.5745, 1.0893, 0.2102], [-0.9529, -0.9178, 1.4221], [-0.6462, -1.7612, -0.1314], [-3.4650, -1.0934, 2.3223], [-5.7215, -1.8718, 1.3519], [-6.6484, -2.8652, -0.9785], [-5.8149, -3.4072, -3.3712], [-3.6017, -3.0522, -3.9732], [-1.9271, -1.9527, -2.4371], [0.8985, -0.6126, 1.3267], [3.0475, 0.4682, -0.1647], [2.7846, 1.8327, 2.5695], [1.8727, 2.4985, 1.2383], [3.6205, 4.6960, 0.2339], [6.1440, 4.6282, -0.1570], [7.2068, 2.5024, 0.6116], [4.8265, 0.3586, 1.6190]],
  "forces_ev_per_angstrom": [[0.28, -0.03, -0.01], [0.98, 0.19, 0.04], [-1.16, 0.80, 0.65], [0.16, 0.09, -0.47], [0.76, 0.09, 0.64], [-1.05, -0.33, 0.53], [0.15, 0.31, -0.59], [0.54, 0.06, 0.77], [1.84, 0.25, 0.45], [-0.35, -0.37, -0.68], [-0.76, 0.27, -0.17], [0.38, -0.20, -0.57], [0.33, -0.52, 0.60], [-0.66, -0.06, -0.20], [-0.51, -0.15, 0.05], [1.02, 0.07, 0.14], [-1.31, 0.55, -0.97], [0.37, -0.99, 0.83], [-0.85, 0.37, -0.47], [-0.30, 2.25, -1.30], [1.27, -2.25, 0.39], [0.28, 1.38, -0.39], [0.68, -0.07, -0.92], [0.22, 0.25, 0.03], [-0.62, 1.00, -0.18], [-0.20, 0.13, -0.21], [-0.41, -0.12, -0.30], [-0.32, 0.24, 0.31], [-0.04, -0.23, -0.35], [0.48, -0.60, -0.19], [-0.33, 0.23, 0.37], [0.62, 0.14, -0.08], [-0.71, -0.07, -0.19], [-1.05, -0.39, -0.66], [0.18, 0.22, 0.10], [-0.08, -0.39, 0.15], [0.05, 0.38, -0.40], [-0.30, -0.09, 1.24], [0.24, 0.01, 0.31], [0.68, -0.26, 0.06], [0.55, -0.57, 0.40], [-0.38, -0.69, 0.78], [-0.74, 0.04, 0.13], [0.08, -0.97, 0.33]],
  "nbo_charge": [-0.845, -0.121, -0.425, -0.111, -0.024, -0.524, 0.119, -0.241, -0.214, -0.238, -0.212, -0.043, 0.687, -0.660, -0.634, -0.155, -0.440, 0.110, -0.100, -0.506, 0.212, -0.529, 0.796, -0.606, -0.697, 0.367, 0.391, 0.186, 0.209, 0.227, 0.208, 0.412, 0.208, 0.210, 0.205, 0.241, 0.444, 0.239, 0.226, 0.247, 0.233, 0.428, 0.208, 0.513]
}